1.
Entry from the OMol25 dataset: a structure of composition C23H45AlAsBrN4SSi (ωB97M-V/def2-TZVPD).

* strongest force on any atom: 3.76 eV/Å
* net charge: +2
* E_tot: -186720.6223 eV
* lowest unoccupied orbital energy: -7.66 eV
* spin multiplicity: 1
* highest occupied orbital energy: -13.2 eV
* frontier orbital gap: 0.2050 Ha

Each line ends with the Mulliken charge.
Geometry (Å):
Al (10.00970, 8.71196, 8.44054)  -0.136
C (8.42950, 11.57521, 5.95946)  -1.447
C (8.68679, 10.52201, 6.93210)  0.572
N (9.92371, 9.95279, 7.03681)  0.821
N (11.06418, 10.64888, 6.72579)  -0.980
C (11.90173, 10.84695, 7.75201)  0.468
N (12.84857, 11.79923, 7.52399)  -0.386
S (11.68593, 10.03160, 9.36564)  -0.185
C (7.66438, 9.96605, 7.85665)  0.572
C (6.41532, 10.52674, 8.06611)  -0.766
C (5.56546, 10.06243, 9.07723)  -0.461
C (6.03980, 9.01596, 9.92176)  -0.928
C (7.34774, 8.56842, 9.68843)  0.049
N (8.14607, 9.03001, 8.75840)  0.217
H (9.36857, 11.76648, 5.41530)  0.378
H (7.93385, 12.44322, 6.46990)  0.369
H (7.66531, 11.10599, 5.32435)  0.391
H (12.70199, 12.34888, 6.69398)  0.254
H (13.44653, 12.11619, 8.28066)  0.238
H (6.08890, 11.21369, 7.29877)  0.470
H (4.60904, 10.59090, 9.17628)  0.442
H (5.44178, 8.49593, 10.64824)  0.492
H (7.81819, 7.84982, 10.33416)  0.700
C (7.73040, 8.31487, 16.99162)  -1.534
C (7.88984, 8.99029, 15.52375)  2.203
C (7.18640, 8.14539, 14.44647)  -1.865
C (7.12564, 10.36711, 15.57292)  -2.028
Si (9.75510, 9.20832, 15.03739)  -0.608
Br (9.59816, 9.48877, 12.66648)  -0.368
C (10.72722, 10.74634, 15.82146)  2.102
C (12.15218, 10.76377, 15.27843)  -1.938
C (10.05601, 11.98329, 15.19341)  -1.565
C (10.79265, 10.86127, 17.41659)  -1.411
C (10.71249, 7.56723, 15.30797)  2.123
C (11.13726, 7.48968, 16.79414)  -1.586
C (9.88471, 6.34165, 14.85080)  -1.754
C (11.99139, 7.59045, 14.38662)  -1.596
H (6.64487, 8.36734, 17.23238)  0.508
H (8.33964, 8.85079, 17.71140)  0.298
H (8.11366, 7.29478, 16.90694)  0.290
H (6.17717, 7.93869, 14.85928)  0.501
H (7.64200, 7.18799, 14.21558)  0.260
H (7.11964, 8.70246, 13.50168)  0.325
H (6.04040, 10.14316, 15.72215)  0.531
H (7.22007, 10.89761, 14.63576)  0.407
H (7.38152, 10.99042, 16.47004)  0.347
H (12.19889, 10.61342, 14.18301)  0.312
H (12.83811, 10.04960, 15.66825)  0.377
H (12.59254, 11.75533, 15.48350)  0.559
H (10.16270, 11.86903, 14.10626)  0.281
H (10.61862, 12.88782, 15.56178)  0.533
H (8.95305, 12.10083, 15.37653)  0.239
H (11.81660, 10.69419, 17.78760)  0.420
H (10.17893, 10.06570, 17.97163)  0.209
H (10.46193, 11.81540, 17.81264)  0.371
H (10.25907, 7.32778, 17.41659)  0.294
H (11.49482, 8.44356, 17.14125)  0.341
H (11.82796, 6.65487, 16.90806)  0.498
H (8.95882, 6.22409, 15.41632)  0.300
H (10.50072, 5.40162, 14.88031)  0.538
H (9.51478, 6.51803, 13.80088)  0.183
H (12.87731, 8.21213, 14.74432)  0.193
H (11.81200, 7.95902, 13.40450)  0.293
H (12.24515, 6.52564, 14.23826)  0.501
C (12.13936, 6.18696, 6.31845)  -0.924
As (10.84274, 6.45929, 7.79392)  0.592
C (11.75240, 5.63807, 9.41633)  -1.121
C (9.58410, 4.98178, 7.37478)  -1.129
H (12.29119, 7.21930, 6.06020)  0.337
H (11.53348, 5.64746, 5.54665)  0.368
H (13.12252, 5.62716, 6.57552)  0.335
H (12.01193, 4.58440, 9.16387)  0.408
H (10.93391, 5.69834, 10.16865)  0.373
H (12.63377, 6.13346, 9.77859)  0.388
H (9.17890, 4.94093, 6.36455)  0.408
H (8.70556, 5.02759, 8.08960)  0.322
H (10.10400, 4.00940, 7.46758)  0.413

***

2.
Entry from the OMol25 dataset: a structure of composition C23H45AlBr9F4O (ωB97M-V/def2-TZVPD).

* strongest force on any atom: 0.91 eV/Å
* net charge: -1
* E_tot: -674483.9884 eV
* lowest unoccupied orbital energy: 1.70 eV
* spin multiplicity: 1
* highest occupied orbital energy: -5.6 eV
* frontier orbital gap: 0.2668 Ha

Each line ends with the Mulliken charge.
Geometry (Å):
C (-2.00182, -2.11618, -1.62030)  -1.458
C (-0.59798, -1.77347, -1.07722)  1.080
C (0.44088, -1.53613, -2.17423)  -0.439
C (1.84875, -2.08233, -1.89922)  -0.419
C (2.38806, -1.91820, -0.47958)  0.020
C (3.12669, -0.60313, -0.23062)  -1.472
C (2.31120, 0.64970, -0.57355)  1.423
C (2.50135, 1.76947, 0.44191)  -0.650
C (1.57501, 3.00332, 0.27518)  -0.848
C (1.01636, 3.24166, -1.12651)  -1.107
C (-0.27856, 2.44030, -1.44698)  0.027
Al (-1.87278, 3.54850, -1.84455)  0.090
Br (-3.57069, 2.01346, -2.63787)  -0.557
O (-1.56357, 4.74943, -3.11814)  -0.433
C (-0.70778, 4.38163, -4.16982)  0.107
C (-1.34781, 3.44278, -5.20197)  -1.091
C (-2.65858, 4.47929, -0.18502)  0.980
F (-1.63536, 4.83362, 0.70068)  -0.328
F (-3.29779, 5.66510, -0.51073)  -0.333
C (-3.63643, 3.70732, 0.69328)  0.117
F (-4.91056, 3.75075, 0.19717)  -0.276
F (-3.23300, 2.40489, 0.80097)  -0.203
H (-2.76446, -1.53094, -1.11554)  0.319
H (-2.05822, -1.86261, -2.67479)  0.371
H (-2.22616, -3.16828, -1.46685)  0.335
H (-0.71317, -0.85647, -0.50256)  -1.110
H (-0.28471, -2.53241, -0.36430)  0.419
H (0.08691, -2.03174, -3.08057)  0.657
H (0.49363, -0.47929, -2.42498)  -0.107
H (1.91669, -3.12228, -2.19971)  -0.188
H (2.53496, -1.53923, -2.55387)  0.333
H (3.11591, -2.71867, -0.32147)  0.290
H (1.62509, -2.05318, 0.28681)  0.135
H (3.39915, -0.57627, 0.82772)  0.473
H (4.07672, -0.63240, -0.76615)  0.303
H (1.26038, 0.38039, -0.56038)  -0.944
H (2.59933, 1.00415, -1.56026)  0.399
H (2.25142, 1.32561, 1.41047)  -0.116
H (3.54521, 2.07201, 0.51716)  0.342
H (2.19008, 3.87232, 0.51619)  0.373
H (0.77249, 2.96157, 1.00829)  0.262
H (1.78939, 3.02869, -1.86529)  0.420
H (0.81148, 4.30798, -1.23947)  0.612
H (-0.09567, 1.83693, -2.33927)  -0.056
H (-0.47597, 1.76403, -0.62213)  0.076
H (-0.43745, 5.30184, -4.69940)  0.405
H (0.23475, 3.96434, -3.79988)  -0.026
H (-1.10456, 2.40506, -4.99458)  0.187
H (-1.01656, 3.71713, -6.20150)  0.416
H (-2.42310, 3.57277, -5.14221)  0.240
H (-3.65450, 4.14672, 1.69702)  -0.139
Br (-0.29782, -2.05827, 5.34721)  -0.186
C (0.93699, -0.85848, 4.43116)  -0.492
C (0.21158, 0.24253, 3.70857)  -0.694
Br (-0.61434, -0.38462, 2.06590)  0.028
H (1.53137, -1.47251, 3.76219)  0.235
H (1.57301, -0.44914, 5.21310)  0.438
H (0.91408, 1.01470, 3.40018)  0.277
H (-0.57498, 0.68853, 4.30926)  0.475
Br (2.00848, -8.22366, 2.37223)  -0.142
C (2.36895, -7.07755, 3.90315)  -0.580
C (1.84828, -5.68152, 3.69409)  -0.599
Br (2.97242, -4.66971, 2.47128)  -0.128
H (3.44161, -7.09998, 4.06239)  0.350
H (1.86476, -7.54777, 4.74440)  0.367
H (1.86101, -5.12750, 4.62952)  0.336
H (0.84605, -5.66557, 3.27942)  0.380
Br (-4.26751, 4.05588, 5.58489)  -0.125
C (-5.38678, 4.68572, 4.12116)  -0.624
C (-6.75233, 5.09923, 4.59680)  -0.558
Br (-7.88163, 3.56624, 5.00054)  -0.147
H (-5.42260, 3.88542, 3.38941)  0.346
H (-4.86086, 5.53889, 3.69869)  0.368
H (-7.27365, 5.64568, 3.81452)  0.370
H (-6.71271, 5.70031, 5.49879)  0.388
Br (3.41798, -4.51336, -4.79770)  -0.133
C (4.10462, -6.12358, -3.95162)  -0.570
C (3.07680, -6.76859, -3.06104)  -0.627
Br (2.85715, -5.79749, -1.39239)  -0.078
H (4.99790, -5.83448, -3.40832)  0.365
H (4.37341, -6.79079, -4.76771)  0.340
H (3.39665, -7.76876, -2.77661)  0.342
H (2.09740, -6.81935, -3.52486)  0.367

***

3.
Entry from the OMol25 dataset: a structure of composition C23H45B3BrN2O15PS6 (ωB97M-V/def2-TZVPD).

* strongest force on any atom: 1.80 eV/Å
* net charge: 0
* E_tot: -204650.2723 eV
* lowest unoccupied orbital energy: -0.17 eV
* spin multiplicity: 1
* highest occupied orbital energy: -8.9 eV
* frontier orbital gap: 0.3223 Ha

Each line ends with the Mulliken charge.
Geometry (Å):
C (-2.46647, -6.26720, -2.34493)  -1.017
S (-3.16304, -4.64550, -2.06678)  1.226
O (-2.46461, -3.72633, -2.92581)  -0.692
O (-4.57322, -4.72438, -2.35568)  -0.728
B (-2.86066, -4.18770, -0.26014)  0.231
O (-3.09546, -2.96056, 0.21562)  -0.089
B (-2.06188, -2.74101, 1.16976)  0.500
C (-0.90973, -1.76410, 0.83006)  0.059
C (-0.49608, -0.81457, 1.97472)  0.433
C (0.68828, -1.30418, 2.81599)  -0.961
C (1.87463, -1.88505, 2.02632)  -0.744
S (2.28183, -0.98968, 0.50021)  -0.099
C (2.23658, -2.28697, -0.66492)  0.623
N (2.79680, -3.42152, -0.54518)  -0.279
N (2.45407, -4.14560, -1.68725)  -0.505
C (1.73120, -3.38698, -2.38329)  -0.096
O (1.53368, -2.18166, -1.81683)  -0.254
O (-2.16011, -3.53284, 2.31466)  -0.245
B (-2.30005, -4.82932, 1.91514)  0.206
P (-2.46701, -6.33025, 3.15566)  -0.071
O (-0.92276, -6.92449, 3.16629)  -0.498
Br (-2.69656, -5.26557, 5.08681)  -0.237
O (-2.33631, -5.17037, 0.55910)  -0.072
H (-1.45500, -6.18193, -2.73002)  0.309
H (-3.06714, -6.78289, -3.08176)  0.385
H (-2.41601, -6.82693, -1.41494)  0.260
H (-1.25952, -1.15544, -0.00366)  0.048
H (-0.08356, -2.35743, 0.42978)  0.003
H (-0.34087, 0.19078, 1.60761)  -0.677
H (-1.34387, -0.73409, 2.65664)  0.543
H (1.05328, -0.44208, 3.36871)  0.396
H (0.33345, -2.05280, 3.52192)  0.293
H (1.65771, -2.92316, 1.80245)  0.373
H (2.74348, -1.87886, 2.67397)  0.570
H (1.28509, -3.64770, -3.32161)  0.530
H (-0.79576, -7.53041, 2.42833)  0.330
C (-0.73861, 3.81601, -1.82125)  -0.104
C (-0.11302, 4.89179, -0.92064)  -1.064
C (-0.10213, 4.34191, 0.51406)  -0.646
S (-0.02197, 2.55760, 0.35252)  1.506
O (-1.25570, 1.99878, 0.86259)  -0.723
O (1.26241, 2.07976, 0.80176)  -0.798
C (-0.07277, 2.50738, -1.43184)  -0.772
H (-0.59678, 4.03853, -2.87748)  0.461
H (-1.80976, 3.75152, -1.63228)  -0.220
H (0.90972, 5.09056, -1.24957)  0.353
H (-0.66166, 5.83187, -0.97194)  0.388
H (0.74953, 4.68519, 1.07479)  0.477
H (-1.01920, 4.58567, 1.04454)  0.276
H (-0.62616, 1.63114, -1.75850)  0.297
H (0.95626, 2.45923, -1.78910)  0.445
C (-5.92524, 0.65860, -2.20581)  -0.383
C (-6.09147, 1.90029, -1.31851)  -0.796
C (-4.74450, 2.63479, -1.30059)  -0.462
S (-3.94325, 2.24243, -2.86044)  1.056
O (-2.76041, 1.46693, -2.58424)  -0.479
O (-3.89372, 3.42190, -3.68710)  -0.704
C (-5.21315, 1.13917, -3.46637)  -0.782
H (-6.88299, 0.19766, -2.44169)  0.370
H (-5.31112, -0.08426, -1.69206)  0.142
H (-6.86040, 2.55008, -1.74169)  0.302
H (-6.40543, 1.63638, -0.30980)  0.361
H (-4.86411, 3.71293, -1.22742)  0.435
H (-4.09943, 2.27745, -0.49807)  0.212
H (-4.75411, 0.33690, -4.03968)  0.421
H (-5.87915, 1.72233, -4.10184)  0.349
C (0.74746, 6.72760, 5.96511)  -0.546
C (0.71830, 8.04284, 5.17537)  -0.629
C (0.59681, 7.68184, 3.68932)  -0.708
S (-0.26002, 6.10287, 3.62681)  1.296
O (0.64958, 5.11273, 3.10963)  -0.649
O (-1.57642, 6.28767, 3.07068)  -0.734
C (-0.38212, 5.87469, 5.39644)  -0.781
H (0.62082, 6.89381, 7.03363)  0.354
H (1.70553, 6.22602, 5.81299)  0.284
H (-0.14669, 8.63362, 5.48305)  0.293
H (1.60697, 8.64425, 5.35997)  0.322
H (0.02057, 8.41688, 3.13313)  0.390
H (1.57260, 7.54756, 3.22636)  0.365
H (-0.29087, 4.81706, 5.63231)  0.394
H (-1.35699, 6.24746, 5.70974)  0.366
C (5.49042, -3.32644, -3.31231)  -0.206
C (6.08003, -4.63555, -3.85050)  -0.701
C (7.59717, -4.57889, -3.63022)  -0.680
S (7.85536, -3.52091, -2.19844)  1.163
O (8.55620, -2.33565, -2.62324)  -0.668
O (8.32725, -4.31469, -1.09380)  -0.673
C (6.13252, -3.10945, -1.94637)  -0.638
H (4.40682, -3.37391, -3.23641)  -0.128
H (5.74809, -2.50197, -3.98198)  0.358
H (5.65780, -5.47730, -3.29810)  0.310
H (5.84235, -4.78308, -4.90340)  0.366
H (8.02048, -5.55849, -3.42391)  0.376
H (8.11102, -4.12385, -4.47481)  0.353
H (6.05238, -2.08711, -1.58405)  0.434
H (5.73053, -3.80135, -1.20632)  0.347